[1]
The following is a DFT calculation (the ωB97M-V functional and the def2-TZVPD basis) of the ion C13H10BrN2O3 with charge -1.

```
! RIJCOSX wB97M-V def2-TZVPD def2/J DEFGRID3
* xyz -1 1
O 0.219 2.200 -1.790
H 2.132 -0.928 -1.939
C -0.893 0.262 -1.560
C 1.820 0.521 -0.321
O -0.027 0.929 -3.584
N 4.120 1.725 -1.294
C -2.976 -2.189 2.415
C -1.818 -1.856 0.315
C 3.608 0.655 -1.909
H -1.749 0.986 2.175
C -0.644 0.346 -0.125
H 3.971 3.069 0.292
C -1.509 -0.559 0.730
H -1.501 -2.208 -0.669
H -1.567 -0.479 -1.986
C 2.473 -0.020 -1.439
C 2.362 1.623 0.342
N -0.201 1.141 -2.350
H -0.807 1.383 0.207
C -2.585 -2.679 1.156
H 1.892 2.019 1.244
H -2.862 -3.687 0.847
C 3.518 2.200 -0.198
H -3.135 -0.454 3.712
C -1.973 -0.053 1.941
O 0.696 -0.080 0.213
C -2.741 -0.853 2.784
H 4.121 0.300 -2.811
Br -3.944 -3.313 3.601
*
```

Results
Gap between HOMO and LUMO   6.1 eV
HOMO   -3.66 eV
ΔE to the lowest compared entry with this formula, charge and spin   0.00 kJ/mol
SMILES   [O-][N+]([O-])=C[C@H](Oc1ccncc1)c1ccc(Br)cc1

[2]
The following is a DFT calculation (the ωB97M-V functional and the def2-TZVPD basis) of the molecule C3H4N3P.

```
! RIJCOSX wB97M-V def2-TZVPD def2/J DEFGRID3
* xyz 0 1
H -0.129 1.052 -2.157
H 0.655 0.118 1.588
C -2.014 1.453 -0.061
N -2.775 -2.129 -0.136
P -0.830 0.115 -0.164
N -2.761 2.316 0.017
C 0.361 0.670 -1.264
H -0.698 -0.866 1.994
N -0.279 -0.197 1.371
C -2.085 -1.216 -0.106
H 1.117 -0.076 -1.487
*
```

Results
Gap between HOMO and LUMO   9.6 eV
HOMO   -9.47 eV
ΔE to the lowest compared entry with this formula, charge and spin   39.05 kJ/mol
SMILES   C=P(N)(C#N)C#N

[3]
The following is a DFT calculation (the ωB97M-V functional and the def2-TZVPD basis) of a structure of composition C28H17AlBrF11N3OSb.

```
! RIJCOSX wB97M-V def2-TZVPD def2/J DEFGRID3
* xyz 1 2
F 3.591 -0.891 -1.460
C 0.275 -3.478 2.515
C -1.560 -3.452 -3.090
H -1.295 1.242 -3.226
C 1.755 -1.711 1.809
F 1.052 0.010 -3.505
C 3.024 0.088 1.113
C 1.653 3.795 -3.722
H 2.265 3.886 -4.607
F 3.493 1.587 -1.853
H 3.077 1.015 0.557
C 1.956 4.555 -2.578
C -4.672 0.970 2.074
H 5.098 0.091 1.669
C 2.654 -3.637 2.955
C 4.098 -1.688 2.300
C 2.858 -2.367 2.358
C 0.154 3.554 -1.349
H -2.634 3.002 0.295
C -2.533 -0.081 1.689
Sb 2.792 0.121 -2.818
C -2.093 1.044 0.956
C 0.179 -2.470 -1.807
F -3.660 -2.390 -3.111
C -1.670 -1.192 2.004
C -0.159 2.765 -2.504
F 0.576 -4.443 -3.055
H -1.597 1.648 -1.576
Al 0.224 -0.183 -0.010
H 1.255 -5.154 3.452
C -0.241 -3.478 -2.653
H -4.140 -0.956 2.815
H -4.899 2.938 1.254
C -0.612 -1.436 -1.352
F 1.312 0.629 -1.202
F 1.485 -2.479 -1.428
C -2.400 -2.428 -2.679
N 1.855 -0.516 1.144
H -0.710 -3.917 2.593
C 0.601 2.926 -3.706
F 3.303 -1.305 -3.907
H 3.501 -4.169 3.365
C -1.906 -1.453 -1.825
F -2.772 -0.462 -1.484
C 1.194 4.432 -1.403
O -0.890 1.135 0.381
H 0.366 2.317 -4.568
F 3.208 1.261 -4.260
N -0.515 -1.344 1.477
Br -6.409 0.929 2.803
C -2.968 2.124 0.830
H -0.421 3.408 -0.447
N -1.121 1.858 -2.446
C -3.820 -0.094 2.245
H 4.980 -2.150 2.724
H 1.447 5.027 -0.537
C -4.239 2.090 1.369
C 4.169 -0.454 1.719
C 1.402 -4.180 3.008
H 2.796 5.235 -2.600
C 0.453 -2.250 1.951
F -2.012 -4.395 -3.907
H -2.012 -1.886 2.774
*
```

Results
Gap between HOMO and LUMO (alpha / beta)   7.5 / 5.3 eV
HOMO (alpha / beta)   -11.22 / -11.22 eV
ΔE to the lowest compared entry with this formula, charge and spin   46.44 kJ/mol

[4]
The following is a DFT calculation (the ωB97M-V functional and the def2-TZVPD basis) of a cluster of 2 separate species, C7H12O in total.

```
! RIJCOSX wB97M-V def2-TZVPD def2/J DEFGRID3
* xyz -1 2
C 1.785 -1.993 -0.460
H 1.853 -2.794 -1.186
C 0.823 1.160 0.751
H -1.709 0.800 0.365
O -2.357 1.430 0.019
H 1.066 1.700 -0.154
C 0.668 1.913 2.060
H 1.690 2.003 2.451
C -0.134 -0.816 -1.563
H 0.292 -0.719 1.614
H 0.005 1.429 2.777
H 0.307 -0.313 -2.421
C -1.433 -1.170 -1.441
H -2.153 -1.148 -2.257
C 0.876 -1.017 -0.477
H 2.509 -2.020 0.358
H -1.911 -1.671 -0.599
H 0.229 2.912 1.955
H -2.888 0.739 -0.421
C 0.670 -0.167 0.750
*
```

Results
Gap between HOMO and LUMO (alpha / beta)   3.3 / 8.0 eV
HOMO (alpha / beta)   0.70 / -4.04 eV
ΔE to the lowest compared entry with this formula, charge and spin   173.07 kJ/mol

[5]
The following is a DFT calculation (the ωB97M-V functional and the def2-TZVPD basis) of a cluster of 2 separate species, FHN2O2S in total.

```
! RIJCOSX wB97M-V def2-TZVPD def2/J DEFGRID3
* xyz 0 1
O 2.238 -1.666 -0.478
N -2.287 0.831 0.473
H 2.295 0.551 -0.220
N -1.173 0.473 0.566
S 2.108 -0.638 0.520
F -2.976 0.527 -0.884
O -0.205 -0.078 0.023
*
```

Results
Gap between HOMO and LUMO (alpha / beta)   9.6 / 6.0 eV
HOMO (alpha / beta)   -11.21 / -9.20 eV
ΔE to the lowest compared entry with this formula, charge and spin   416.30 kJ/mol

[6]
The following is a DFT calculation (the ωB97M-V functional and the def2-TZVPD basis) of a structure of composition C12H22Cl2F3NiO6S2.

```
! RIJCOSX wB97M-V def2-TZVPD def2/J DEFGRID3
* xyz -1 3
H -21.819 -27.735 -30.429
H -21.451 -34.810 -32.263
O -23.541 -35.992 -35.779
H -26.873 -29.326 -34.242
H -23.239 -35.879 -31.041
F -27.458 -32.129 -34.469
H -21.377 -37.002 -34.328
C -19.641 -28.417 -32.888
H -19.112 -27.484 -33.101
H -24.638 -34.826 -32.883
H -22.848 -28.869 -32.431
C -23.037 -36.254 -32.042
H -25.344 -32.143 -36.009
Cl -21.404 -32.027 -32.277
H -24.780 -36.475 -33.335
C -26.156 -31.953 -34.091
F -26.252 -31.134 -32.971
H -25.696 -27.640 -36.464
C -21.570 -35.959 -34.061
F -25.693 -33.147 -33.645
O -22.913 -33.858 -34.583
O -21.097 -27.328 -34.907
C -25.337 -31.381 -35.221
C -21.612 -35.855 -32.538
O -24.032 -31.104 -35.002
H -20.751 -35.430 -34.550
C -26.562 -27.971 -35.880
H -23.030 -37.342 -31.953
Cl -20.731 -32.530 -36.412
H -22.838 -27.168 -33.014
H -19.361 -28.102 -30.749
H -20.862 -36.537 -32.144
C -22.251 -27.967 -32.562
Ni -22.142 -31.789 -34.587
H -26.789 -27.054 -35.331
C -21.381 -27.538 -31.411
C -24.040 -35.718 -33.065
C -20.120 -28.437 -31.458
H -21.180 -26.468 -31.367
S -23.135 -35.291 -34.594
H -25.274 -28.894 -34.403
O -21.328 -29.751 -34.423
H -18.946 -29.224 -33.113
S -21.119 -28.407 -33.960
O -25.984 -30.281 -35.856
C -26.136 -29.133 -35.032
H -27.393 -28.191 -36.548
H -20.303 -29.468 -31.146
*
```

Results
Gap between HOMO and LUMO (alpha / beta)   8.2 / 8.1 eV
HOMO (alpha / beta)   -5.70 / -5.58 eV
ΔE to the lowest compared entry with this formula, charge and spin   0.00 kJ/mol

Maximum force / eV/A: 1.57 2.18 0.62 3.06 2.67 3.33
Molecular weight / g mol⁻¹: 322.1 113.1 849.1 112.2 112.1 513.0